(1)
{"formula": "C3H5NO", "method": "wB97M-V/def2-TZVPD", "species": ["C", "C", "C", "N", "O", "H", "H", "H", "H", "H"], "coordinates": [[2.42165, -0.90640, 0.21962], [-1.44770, -0.68419, -0.35148], [2.05041, 0.21516, 0.06593], [-1.55291, 0.56221, -0.63434], [-1.65740, 1.43234, 0.40375], [3.04646, -1.71421, 0.06139], [-1.57814, 2.41935, 0.05354], [-1.45995, -0.92189, 0.77477], [-1.33470, -1.44742, -0.95905], [1.51229, 1.04505, 0.36588]], "lumo_energy_ev": [0.59, -2.21], "multiplicity": 3, "homo_ha": [-0.21563, -0.36101], "de_lowest_kj_mol": 502.9, "s2": 2.007}

---

(2)
{"formula": "C3H5NO2", "method": "wB97M-V/def2-TZVPD", "species": ["H", "N", "C", "O", "C", "C", "O", "H", "H", "H", "H"], "coordinates": [[-2.02509, -0.85829, 1.81197], [-1.30921, -1.15615, 1.15881], [-1.31987, -0.44779, 0.12673], [-0.46073, -0.82311, -0.89574], [0.63185, -0.03785, -0.94631], [1.35141, 0.59420, 0.13138], [0.20797, 1.32722, -0.20404], [-1.95090, 0.40424, -0.14163], [1.16825, -0.26825, -1.88634], [1.48210, 0.15134, 1.11039], [2.22420, 1.11445, -0.26523]], "lumo_energy_ev": 1.05, "smiles": "[H]/N=C/O[C@@H]1CO1", "homo_ha": -0.36745, "de_lowest_kj_mol": 363.6}